Record 1
Below is a 6-piece molecular cluster, C21H43Cl10O7PS2 overall, with properties calculated with ωB97M-V/def2-TZVPD.

E_HOMO = -9.01 eV
multiplicity = 1
ΔE to the lowest compared entry with this formula, charge and spin = 206.9 kcal per mole
orbital gap = 9.0 eV

Each line ends with the Mulliken charge.
Geometry (Å):
C1 4.41578 -5.07193 -0.41940  -0.98
C2 3.32171 -3.83127 -0.58659  0.00
O1 3.29475 -3.47396 -2.04370  -0.35
P1 2.56634 -1.91121 -2.28575  0.72
O2 3.62369 -0.79129 -1.81387  -0.70
C3 2.07934 -1.51065 -4.08740  0.47
C4 1.86497 -2.81122 -5.06074  -0.94
C5 1.04024 -4.05871 -4.39012  0.22
O3 1.88952 -5.25346 -4.06734  -0.39
S1 1.00485 -5.91211 -2.75789  1.16
O4 2.05496 -6.67577 -1.91426  -0.57
O5 0.12041 -6.99460 -3.44383  -0.60
O6 0.24456 -4.52110 -2.12970  -0.16
C6 -0.19834 -3.77217 -3.35202  0.48
C7 -1.72304 -4.23885 -3.73859  -0.82
C8 -2.83319 -3.96918 -2.53231  -0.48
C9 -2.82269 -5.14904 -1.36861  -0.37
S2 -2.15072 -4.32004 0.21446  -0.20
O7 1.22529 -1.80025 -1.15948  -0.10
C10 0.45478 -0.56167 -1.34969  -0.14
C11 -0.82222 -0.45953 -0.27452  -0.64
H1 5.36297 -4.71727 0.16985  0.30
H2 4.78309 -5.46669 -1.47686  0.22
H3 3.95536 -6.01263 0.14612  0.26
H4 3.65339 -2.88270 0.05381  0.43
H5 2.28450 -4.25301 -0.20712  0.05
H6 1.14002 -0.81865 -4.21200  0.46
H7 2.99247 -0.89688 -4.55109  -0.74
H8 2.89629 -3.15118 -5.54646  0.29
H9 1.21050 -2.42991 -5.98343  0.35
H10 0.45264 -4.48586 -5.33770  0.37
H11 -0.31800 -2.61355 -3.18216  -0.12
H12 -1.81147 -5.35418 -4.10895  0.31
H13 -2.07200 -3.54251 -4.63996  0.35
H14 -2.65443 -2.92372 -1.98484  0.16
H15 -3.89781 -3.90807 -3.06692  0.34
H16 -2.02694 -5.99300 -1.62742  0.18
H17 -3.88487 -5.56743 -1.11158  0.36
H18 -1.08610 -3.45887 -0.11987  -0.02
H19 -0.02807 -0.43941 -2.41116  0.11
H20 1.11079 0.41693 -1.16947  0.23
H21 -0.48132 -0.49999 0.84422  0.18
H22 -1.58336 -1.30946 -0.58131  0.07
H23 -1.36321 0.56255 -0.55803  0.22
Cl1 1.44627 2.25782 1.39779  -0.15
C12 0.51457 3.02739 2.70625  0.14
C13 -0.90450 2.48820 2.79435  -0.44
Cl2 -1.89696 2.97499 1.39740  -0.24
H24 0.52504 4.10911 2.53957  0.35
H25 1.04887 2.82162 3.63848  -0.32
H26 -1.39813 2.88497 3.68627  0.36
H27 -0.91763 1.39544 2.85578  0.32
Cl3 -6.30382 4.54845 2.67910  -0.20
C14 -5.70111 5.35778 1.21141  -0.45
C15 -4.25568 5.80724 1.35617  -0.06
Cl4 -4.07972 7.14090 2.52398  -0.19
H28 -6.36484 6.19980 0.99122  0.33
H29 -5.78559 4.63526 0.39429  0.31
H30 -3.88342 6.17665 0.39617  0.33
H31 -3.60830 4.98578 1.67892  -0.06
Cl5 -8.52511 6.07716 8.17732  -0.19
C16 -7.67006 6.11960 6.61544  -0.42
C17 -6.70880 4.95230 6.45531  -0.07
Cl6 -5.31597 5.07159 7.55948  -0.20
H32 -7.15291 7.08112 6.53758  0.32
H33 -8.43532 6.08068 5.83458  0.28
H34 -6.30576 4.93955 5.43845  -0.06
H35 -7.20480 3.99360 6.63686  0.34
Cl7 4.16460 2.94136 -3.36893  -0.19
C18 5.48065 1.82980 -3.82152  -0.36
C19 5.51663 1.56181 -5.31789  -0.46
Cl8 4.11774 0.60319 -5.86338  -0.19
H36 5.35578 0.90509 -3.24939  0.21
H37 6.41590 2.30152 -3.50584  0.37
H38 6.41196 0.98654 -5.57101  0.29
H39 5.53586 2.49235 -5.89390  0.34
Cl9 1.58588 2.09983 6.04744  -0.20
C20 2.95250 3.11215 6.57654  -0.48
C21 4.27468 2.64435 5.98899  -0.38
Cl10 4.79066 1.07602 6.65795  -0.18
H40 2.97400 3.10841 7.67087  0.38
H41 2.73814 4.13211 6.24396  0.27
H42 5.06289 3.36437 6.22758  0.30
H43 4.22036 2.54759 4.90006  0.28

Record 2
Below is one molecule with the formula C4H6O2, with properties calculated with ωB97M-V/def2-TZVPD.

E_HOMO = -10.07 eV
multiplicity = 1
ΔE to the lowest compared entry with this formula, charge and spin = 86.6 kcal per mole
orbital gap = 10.7 eV

Each line ends with the Mulliken charge.
Geometry (Å):
C1 2.02774 -0.75891 0.15608  -0.16
C2 1.30994 -0.11997 -0.58216  -0.47
C3 0.11757 0.65006 -0.16279  0.13
O1 -0.00993 0.40429 1.25218  -0.56
C4 -1.22274 0.17474 -0.70015  -0.48
O2 -1.38327 -1.20941 -0.53198  -0.50
H1 2.57674 -1.31817 0.86879  0.38
H2 0.24878 1.72066 -0.33950  0.38
H3 0.74226 0.79154 1.71764  0.32
H4 -1.96427 0.74393 -0.12005  0.27
H5 -1.35108 0.39310 -1.76413  0.36
H6 -1.09491 -1.40800 0.37076  0.34

Record 3
Below is one molecule with the formula C6H9NS, with properties calculated with ωB97M-V/def2-TZVPD.

E_HOMO = -8.92 eV
multiplicity = 1
ΔE to the lowest compared entry with this formula, charge and spin = 165.5 kcal per mole
orbital gap = 9.5 eV

Each line ends with the Mulliken charge.
Geometry (Å):
C1 0.18934 1.38533 -1.64210  -0.94
C2 0.29484 0.44837 -0.66614  0.61
C3 1.56221 -0.18650 -0.28484  -0.77
N1 1.39570 -0.72909 1.16631  -0.54
C4 0.00167 -0.15746 1.28348  -0.48
C5 -1.54641 -0.01589 1.37964  -0.54
C6 -0.78267 -0.29677 0.09298  0.36
S1 -1.08713 -1.83290 -0.54489  -0.28
H1 -0.91710 1.63288 -1.44399  0.26
H2 0.99482 1.99513 -1.97813  0.35
H3 2.27194 0.61202 -0.26669  0.37
H4 2.20209 -0.84811 -0.86574  0.28
H5 1.27426 -1.84156 0.98851  0.32
H6 0.34436 0.98177 1.12067  0.25
H7 -2.20578 -0.86727 1.46302  0.36
H8 -1.75697 1.14938 1.58858  0.25
H9 -2.23518 -1.42935 -1.39068  0.15

Record 4
Below is one molecule with the formula C4H12N4, with properties calculated with ωB97M-V/def2-TZVPD.

E_HOMO = -8.68 eV
multiplicity = 1
ΔE to the lowest compared entry with this formula, charge and spin = 90.4 kcal per mole
orbital gap = 9.7 eV

Each line ends with the Mulliken charge.
Geometry (Å):
C1 1.21403 -1.03957 -0.55621  -1.68
C2 0.30058 0.05680 -0.03302  1.44
C3 1.15225 1.35028 0.36227  -1.59
C4 -0.75238 0.59701 -1.07389  -0.79
N1 -1.93627 -0.05328 -0.65970  -0.32
N2 -1.92983 0.04969 0.78776  -0.52
N3 -0.57423 -0.30929 1.18528  0.19
N4 -0.52161 -1.58818 1.56355  -0.62
H1 1.79945 -1.56664 0.23505  0.37
H2 1.98170 -0.51523 -1.14841  0.46
H3 0.80036 -1.85427 -1.21156  0.37
H4 2.16747 0.97903 0.68556  0.36
H5 0.65932 1.75966 1.33175  0.34
H6 1.39844 1.90537 -0.56671  0.39
H7 -0.67652 1.79138 -1.16247  0.27
H8 -0.51214 0.20964 -2.15988  0.29
H9 -2.80803 0.38667 -0.99810  0.29
H10 -2.14086 1.05302 1.08011  0.29
H11 -0.84014 -1.60665 2.50739  0.25
H12 -1.09600 -2.24277 1.08318  0.20

Record 5
Below is a 6-piece molecular cluster, C20H36Cl4N4 overall, with properties calculated with ωB97M-V/def2-TZVPD.

total charge = +1
E_HOMO (alpha / beta) = -12.90 / -12.40 eV
multiplicity = 2
expectation value of S² = 0.753
orbital gap (alpha / beta) = 10.2 / 1.4 eV

Each line ends with the Mulliken charge.
Geometry (Å):
C1 3.76626 -1.39760 -1.77018  -0.95
C2 5.11424 -1.16674 -2.59314  -0.62
C3 6.02337 -0.20318 -1.88864  -0.29
C4 6.14492 -0.52029 -0.43614  0.19
N1 6.25073 -0.73703 0.71316  -0.44
H1 3.19669 -0.54157 -1.40837  0.40
H2 4.02735 -1.96950 -0.87975  0.35
H3 3.01172 -1.92747 -2.35156  0.15
H4 4.82466 -1.01767 -3.63335  0.38
H5 5.42091 -2.21260 -2.57797  0.28
H6 5.65345 0.82097 -1.93741  0.29
H7 7.04020 -0.33936 -2.25690  0.31
C5 -0.27081 -0.90708 0.37087  -1.11
C6 -1.66197 -0.42000 -0.15024  -0.76
C7 -1.84470 1.07583 -0.17041  -0.02
C8 -0.60132 1.66525 -0.79408  0.06
N2 0.32727 2.15019 -1.25660  -0.51
H8 -0.42893 -1.92763 0.71956  0.41
H9 0.18089 -0.46914 1.26098  0.43
H10 0.55239 -0.95570 -0.34192  0.30
H11 -2.36145 -0.79781 0.59547  0.28
H12 -1.91370 -1.01829 -1.02590  0.32
H13 -1.94519 1.39165 0.86799  0.23
H14 -2.75332 1.29835 -0.72988  0.41
C9 -2.68891 5.06800 -3.44194  -1.20
C10 -2.25542 5.48252 -1.95386  -0.62
C11 -2.85944 4.62441 -0.76479  0.49
C12 -4.26992 4.49109 -1.10320  0.34
N3 -5.33946 4.36987 -1.43594  -0.51
H15 -3.74252 5.22707 -3.67153  0.37
H16 -2.35740 4.12399 -3.87443  0.29
H17 -2.37400 5.85541 -4.12671  0.37
H18 -2.59489 6.51148 -1.83506  0.34
H19 -1.17603 5.62129 -1.89253  0.40
H20 -2.68248 4.98711 0.24775  0.36
H21 -2.35262 3.66225 -0.69076  -0.63
C13 2.11774 -1.95818 3.37641  -0.95
C14 3.39724 -1.81952 4.04010  -0.27
C15 3.53772 -2.21498 5.51952  -0.51
C16 2.80906 -3.41611 5.97416  0.25
N4 2.20419 -4.35759 6.34299  -0.44
H22 1.41892 -1.13975 3.54938  0.29
H23 1.51486 -2.74463 3.83044  0.34
H24 2.18092 -2.12601 2.30126  0.15
H25 3.77683 -0.81562 3.84984  0.29
H26 3.97298 -2.57671 3.50786  0.24
H27 3.16422 -1.44508 6.19470  0.27
H28 4.59765 -2.28257 5.76463  0.34
Cl1 1.32781 -4.09133 -0.55389  0.13
C17 0.05598 -4.39249 -1.84226  -0.29
C18 0.60988 -4.46981 -3.29403  -0.41
Cl2 1.76039 -5.79157 -3.56147  -0.07
H29 -0.65884 -3.57482 -1.74972  0.10
H30 -0.34703 -5.37266 -1.58740  0.46
H31 1.08763 -3.58239 -3.70917  0.32
H32 -0.27475 -4.58176 -3.92092  0.37
Cl3 -7.33575 1.83113 3.43962  -0.07
C19 -6.97533 2.08394 1.70316  -0.43
C20 -5.99650 1.08983 1.11756  -0.43
Cl4 -4.40643 1.66690 1.65817  -0.14
H33 -6.66188 3.12254 1.59754  0.30
H34 -7.92571 1.92792 1.19274  0.37
H35 -5.98046 1.08124 0.02772  0.29
H36 -6.03196 0.05184 1.44833  0.41

Record 6
Below is a 3-piece molecular cluster, C3H13NO4 overall, with properties calculated with ωB97M-V/def2-TZVPD.

E_HOMO = -9.30 eV
multiplicity = 1
ΔE to the lowest compared entry with this formula, charge and spin = 51.7 kcal per mole
orbital gap = 9.9 eV

Each line ends with the Mulliken charge.
Geometry (Å):
O1 -1.19094 -2.89907 0.42195  -0.53
C1 0.06447 -2.26913 0.28757  -0.70
C2 0.04236 -0.88801 0.94076  -0.38
N1 -0.62328 0.07328 0.10269  -0.04
C3 -1.39252 1.13524 0.66690  -0.59
O2 -0.57024 1.96947 1.53516  -0.55
H1 -1.70594 -2.95038 -0.38575  0.32
H2 0.81407 -2.91811 0.75743  0.34
H3 0.43778 -2.22680 -0.73818  0.34
H4 -0.44231 -1.11572 1.89583  0.33
H5 1.07582 -0.57705 1.11719  0.21
H6 -0.91902 -0.21555 -0.82057  0.27
H7 -1.57107 1.85734 -0.12999  0.37
H8 -2.26702 0.84798 1.26616  0.32
H9 -0.33890 1.51797 2.35427  0.31
O3 1.63499 2.20409 -0.69410  -0.63
H10 1.89320 1.45773 -0.14843  0.31
H11 0.94801 2.66334 -0.18396  0.29
O4 1.51422 0.23947 -2.87072  -0.66
H12 0.91170 0.34455 -2.12126  0.36
H13 2.36222 0.55671 -2.54898  0.32

Record 7
Below is C44H41CoN6O6 as an isolated structure, with properties calculated with ωB97M-V/def2-TZVPD.

total charge = -1
E_HOMO (alpha / beta) = -3.17 / -5.21 eV
multiplicity = 4
ΔE to the lowest compared entry with this formula, charge and spin = 8.7 kcal per mole
expectation value of S² = 3.878
orbital gap (alpha / beta) = 5.6 / 7.0 eV

Each line ends with the Mulliken charge.
Geometry (Å):
Co1 0.29532 1.11028 0.53872  -0.81
C1 5.16924 0.76475 5.67989  -1.61
C2 4.15047 0.53838 4.59163  0.47
C3 3.95836 -0.71609 4.03467  -1.48
C4 3.00739 -1.00769 3.02313  1.52
C5 2.98686 -2.34373 2.58689  -1.21
N1 2.10411 -3.06419 1.79645  0.06
C6 0.65591 -2.92479 1.92129  0.18
C7 0.16622 -3.15476 3.35419  -0.41
C8 -1.31694 -2.87410 3.51217  -0.88
N2 -1.58525 -1.47124 3.28242  -0.03
C9 -2.86886 -1.03510 3.16292  -0.85
C10 -3.29098 0.06444 2.41307  0.30
C11 -4.66694 0.40447 2.36875  -1.30
C12 -5.18420 1.38517 1.53092  0.72
C13 -6.66361 1.67797 1.50189  -1.65
C14 -4.31172 2.06361 0.70352  -0.82
C15 -2.92106 1.78425 0.71819  1.21
C16 -2.07725 2.53491 -0.15706  -0.15
N3 -0.82320 2.37871 -0.36122  0.91
C17 -0.13870 3.41260 -1.13251  -0.91
C18 0.72944 4.27688 -0.18861  -0.45
C19 0.47025 4.00098 1.29483  -1.24
N4 0.88755 2.65697 1.68606  0.45
C20 1.77798 2.55960 2.59652  -0.10
C21 2.43009 1.37710 3.08242  0.57
C22 3.37840 1.57535 4.11041  -1.20
C23 2.20341 0.10246 2.51127  0.21
O1 1.39250 -0.11519 1.54384  0.82
C24 -2.37409 0.83747 1.59533  0.42
O2 -1.10140 0.61391 1.70839  -0.55
H1 5.70657 -0.15610 5.90903  0.33
H2 4.69567 1.11201 6.60109  0.32
H3 5.90476 1.51640 5.38514  0.35
H4 4.56660 -1.54147 4.39359  0.25
H5 3.81363 -2.94648 2.94914  0.22
H6 2.38367 -4.03206 1.76301  0.39
H7 0.19831 -3.65818 1.25180  0.51
H8 0.38811 -1.93930 1.55025  -1.12
H9 0.73287 -2.51421 4.03519  0.19
H10 0.36456 -4.19255 3.64045  0.41
H11 -1.64862 -3.14496 4.52041  0.49
H12 -1.88173 -3.50362 2.80815  0.34
H13 -0.92800 -0.94831 2.71222  0.17
H14 -3.61681 -1.62583 3.68282  0.41
H15 -5.34135 -0.16223 3.00416  0.31
H16 -7.17282 1.19171 2.33465  0.37
H17 -7.12441 1.32151 0.57682  0.27
H18 -6.85476 2.75052 1.57077  0.35
H19 -4.68154 2.82187 0.02056  0.39
H20 -2.56914 3.33813 -0.71014  0.19
H21 -0.89308 4.02347 -1.63538  0.65
H22 0.48342 2.94045 -1.88650  0.05
H23 0.52919 5.33475 -0.37509  0.51
H24 1.78185 4.08677 -0.39331  0.22
H25 -0.59294 4.11653 1.52451  0.21
H26 1.01664 4.73905 1.88990  0.66
H27 2.12497 3.48808 3.06151  0.16
H28 3.50731 2.57708 4.50956  0.41
O3 5.07355 1.42468 -3.66167  -0.57
C25 5.02539 0.11000 -3.59140  0.36
O4 5.62015 -0.59399 -4.38091  -0.66
C26 4.17969 -0.50520 -2.52881  0.43
C27 4.16528 -1.86835 -2.35764  -0.67
N5 3.30599 -2.12059 -1.35746  -0.25
N6 2.74103 -1.02663 -0.85912  0.33
C28 3.25844 -0.02193 -1.53752  -0.29
C29 2.85599 1.38401 -1.20831  0.14
O5 3.59576 2.29241 -1.63407  -1.01
O6 1.79146 1.64847 -0.58029  0.23
H29 4.47338 1.82258 -2.96895  0.42
H30 4.70932 -2.63498 -2.88161  0.48
H31 3.05309 -3.00660 -0.95608  0.19
C30 -0.30855 -0.15457 -0.73401  -0.01
C31 -0.79200 -0.51603 -1.80183  0.81
C32 -1.34922 -0.91816 -3.01085  -1.09
C33 -2.79714 -0.71959 -3.18413  0.34
C34 -3.65067 -0.78096 -2.07445  -0.54
C35 -5.00884 -0.54520 -2.20258  -0.53
C36 -5.55362 -0.22926 -3.44153  -0.50
C37 -4.71906 -0.14655 -4.54916  -0.68
C38 -3.36008 -0.38828 -4.42429  -0.35
C39 -0.49207 -1.47172 -4.05140  0.21
C40 0.88977 -1.22029 -4.01544  0.20
C41 1.73841 -1.73646 -4.97737  -0.26
C42 1.23593 -2.53782 -5.99772  -0.72
C43 -0.12479 -2.81552 -6.03743  -0.72
C44 -0.97985 -2.29037 -5.08199  -0.43
H32 -3.22504 -1.00111 -1.10326  0.45
H33 -5.64004 -0.59588 -1.32380  0.41
H34 -6.61535 -0.04071 -3.54300  0.38
H35 -5.12749 0.12104 -5.51648  0.38
H36 -2.71700 -0.29256 -5.28946  0.58
H37 1.27736 -0.59526 -3.21957  0.10
H38 2.79639 -1.50444 -4.93743  0.38
H39 1.90028 -2.94442 -6.74985  0.41
H40 -0.52496 -3.45099 -6.81871  0.36
H41 -2.03309 -2.53514 -5.11507  0.54

Record 8
Below is H4O6RbS as an isolated structure, with properties calculated with ωB97M-V/def2-TZVPD.

total charge = -1
E_HOMO = -2.45 eV
multiplicity = 1
ΔE to the lowest compared entry with this formula, charge and spin = 7.4 kcal per mole
orbital gap = 3.6 eV

Each line ends with the Mulliken charge.
Geometry (Å):
Rb1 -0.98187 -0.24495 0.24877  0.90
S1 1.24368 -1.91562 -2.16127  1.17
O1 0.70724 -3.24113 -2.45789  -0.72
O2 2.64365 -1.79601 -2.65623  -0.77
O3 0.42195 -0.85673 -2.83017  -0.79
O4 1.17020 -1.69743 -0.68955  -0.81
O5 -2.29454 2.34358 0.64974  -0.62
H1 -2.15956 2.69771 -0.24028  0.33
H2 -1.94348 3.02234 1.23776  0.31
O6 0.48856 0.74804 2.63462  -0.64
H3 0.83435 -0.09909 2.94929  0.33
H4 -0.13020 1.03930 3.31521  0.31